# 1
This record from the OMol25 dataset describes a structure of composition C3H7IN3. The level of theory is ωB97M-V/def2-TZVPD.

Each line ends with the natural charge from an NBO analysis.
CARTESIAN COORDINATES (ANGSTROEM)
I (-2.7483, 1.9020, 2.8583)  0.58
N (0.6795, 1.3038, 0.5668)  -0.17
N (-1.3276, 1.1119, 1.7753)  -0.55
N (-0.1296, -0.8453, -0.3881)  -0.52
C (-0.3912, 1.7709, 1.2160)  0.15
C (0.7971, 0.1798, -0.1348)  -0.12
C (0.2851, -1.7515, -1.4572)  -0.43
H (1.6177, -0.0982, 0.6136)  0.42
H (1.2281, -1.3080, -1.9488)  0.21
H (-0.6695, -1.8989, -2.0927)  0.25
H (-1.1096, -0.7464, -0.1093)  0.44
H (0.6398, -2.8182, -1.0759)  0.24
H (-0.3538, 2.9089, 1.2250)  0.21
H (1.4823, 0.2890, -1.0480)  0.32

Calculated values
HOMO (alpha / beta)   -13.488 / -13.507 eV
Net charge   +1
Frontier orbital gap (alpha / beta)   0.219 / 0.220 Eh
Electronic energy   -15783.1412 eV
ΔE to the lowest compared entry with this formula, charge and spin   118.8 kcal per mole

***

# 2
This record from the OMol25 dataset describes a structure of composition C31H42BrN3P2V. The level of theory is ωB97M-V/def2-TZVPD.

Each line ends with the Löwdin spin population.
CARTESIAN COORDINATES (ANGSTROEM)
Br (2.5468, 1.1343, 1.7705)  -0.01
V (-2.3324, -0.7695, 1.3114)  2.00
P (3.0097, -2.2826, -1.5820)  0.61
P (-0.2157, 2.4972, -1.2605)  0.00
N (0.1939, 6.6294, 2.5374)  0.00
N (-6.7733, -4.7560, 1.8552)  0.00
N (-0.8528, 1.9047, 2.4512)  0.01
C (-2.0740, -2.5985, 1.6883)  -0.06
C (-4.5430, -3.0369, 1.8507)  0.00
C (0.0573, 5.4940, 2.7929)  0.00
C (-0.1009, 2.3042, 4.6984)  0.00
C (-0.4841, 1.6001, -2.8361)  0.00
C (5.2858, -2.8503, -0.0090)  0.01
C (1.4877, 3.1937, -1.3557)  0.00
C (1.4290, -4.5391, -1.6172)  0.02
C (-3.3553, -2.2861, 1.8156)  -0.01
C (-0.5595, 3.1767, 2.1641)  0.00
C (-0.5116, -1.3041, 0.4532)  0.02
C (2.0377, 3.5389, -2.7463)  0.00
C (-0.7483, -2.1323, 1.6392)  0.01
C (4.1562, -1.8232, -0.2064)  0.08
C (-4.6110, -4.1493, 0.9816)  0.00
C (1.3755, -0.2547, 1.5711)  -0.02
C (1.7056, -3.2745, -0.8032)  0.10
C (-1.3541, 3.9368, -1.4191)  0.00
C (-1.2225, 4.7726, -2.6974)  0.00
C (-5.6637, -2.7652, 2.6575)  0.00
C (-0.6096, 1.4725, 3.6897)  0.00
C (2.3776, -0.6600, -2.1309)  0.09
C (-5.7373, -4.9784, 1.0337)  0.00
C (-0.1206, 4.0975, 3.1274)  0.00
C (1.3056, -1.2844, 2.5451)  0.02
C (-6.7365, -3.6724, 2.6402)  0.00
C (0.1158, 3.6396, 4.4254)  0.00
C (0.3479, -0.1759, 0.6191)  0.03
C (3.1466, -0.1960, -3.3743)  0.02
C (0.2474, -2.1765, 2.6280)  -0.01
C (-1.8161, 0.8606, -2.8447)  0.00
H (2.4739, 0.0457, -1.2932)  0.01
H (4.9019, -3.8134, 0.3480)  0.00
H (-0.9452, -1.5464, -0.5367)  0.02
H (0.0943, -2.8260, 3.4987)  0.00
H (0.6268, -5.1264, -1.1638)  0.00
H (-0.8295, 0.4195, 3.8799)  0.00
H (0.2116, 0.7257, -0.0230)  0.00
H (0.8003, -2.6646, -0.7263)  0.01
H (-2.0562, 5.4878, -2.7557)  0.00
H (2.9672, 4.1253, -2.6711)  0.00
H (-3.8371, -4.3485, 0.2485)  0.00
H (-5.7775, -5.8533, 0.3877)  0.00
H (4.1193, 0.2362, -3.1101)  0.00
H (1.1255, -4.2654, -2.6313)  0.00
H (2.0433, -3.5037, 0.2157)  0.01
H (2.1200, 2.4476, -0.8425)  0.00
H (2.0711, -1.3253, 3.3017)  0.00
H (2.5982, 0.5630, -3.9439)  0.00
H (-1.2653, 4.1519, -3.6036)  0.00
H (1.3124, -0.8085, -2.3442)  0.00
H (-2.3667, 3.5045, -1.3443)  0.00
H (-1.9292, 0.2895, -3.7723)  0.00
H (6.0071, -2.4802, 0.7295)  0.00
H (-7.5995, -3.5039, 3.2974)  0.00
H (-2.6705, 1.5413, -2.7590)  0.00
H (2.2924, 2.6378, -3.3234)  0.00
H (-5.7324, -1.8556, 3.2501)  0.00
H (-1.8676, 0.1466, -2.0134)  0.00
H (0.4591, 4.3473, 5.1904)  0.00
H (-0.2970, 5.3652, -2.7073)  0.00
H (0.1177, 1.8744, 5.6728)  0.00
H (-1.2092, 4.5692, -0.5279)  0.00
H (4.5687, -0.8388, -0.4796)  0.00
H (5.8355, -3.0336, -0.9404)  0.00
H (2.3168, -5.1735, -1.6812)  0.00
H (3.5597, -1.6768, 0.7063)  0.02
H (3.3329, -1.0336, -4.0589)  0.01
H (-0.4189, 2.3236, -3.6565)  0.00
H (0.3452, 0.8917, -2.9752)  0.00
H (1.4798, 4.0812, -0.7018)  0.00
H (-0.7100, 3.4700, 1.1222)  0.00
H (1.3268, 4.1458, -3.3264)  0.00

Calculated values
HOMO (alpha / beta)   -13.243 / -13.240 eV
Spin multiplicity   4
Net charge   +2
Frontier orbital gap (alpha / beta)   0.254 / 0.154 Eh
Electronic energy   -151584.7267 eV
ΔE to the lowest compared entry with this formula, charge and spin   38.2 kcal per mole

***

# 3
This record from the OMol25 dataset describes a structure of composition C27H35BF4N4P2Zn. The level of theory is ωB97M-V/def2-TZVPD.

Each line ends with the Mulliken charge.
CARTESIAN COORDINATES (ANGSTROEM)
Zn (-0.3067, 4.6982, 2.9425)  0.50
P (0.1364, 6.6168, 0.7117)  0.36
P (3.0372, 5.3104, 2.6366)  -0.12
F (-0.0310, 1.1087, 1.8463)  -0.39
F (-0.6540, -0.0212, -0.1001)  -0.41
F (0.5886, -1.1946, 1.5400)  -0.40
F (-1.6733, -0.6054, 1.8955)  -0.40
N (-0.6147, 8.1234, 1.2782)  0.58
N (4.4097, 5.6442, 1.4882)  0.76
N (4.1392, 5.8059, 3.9989)  0.26
N (0.1772, 7.2953, -1.0385)  0.63
C (-1.7701, 3.6891, 2.0162)  -0.39
C (3.7027, 5.6810, 5.3230)  -0.34
C (5.1952, 4.6375, 0.9252)  -0.78
C (0.9901, 8.2718, -1.6136)  -0.21
C (3.1174, 1.7928, -0.2645)  -0.69
C (-2.1681, 9.4998, 2.1923)  -0.68
C (2.8685, 0.7741, -1.1297)  -0.48
C (1.2932, 3.5541, -1.1694)  1.76
C (1.7616, 3.1878, -3.6447)  -0.54
C (1.1472, 3.8668, -2.6619)  -0.50
C (4.8838, 6.8647, 0.9780)  -0.41
C (5.5938, 6.9564, 5.3307)  -0.61
C (-1.1313, 10.3069, 1.6226)  -0.59
C (2.2911, 6.9787, 2.4305)  -1.52
C (4.5749, 6.3636, 6.1630)  -0.61
C (-0.1938, 9.4426, 1.0786)  -0.29
C (2.2722, 0.9115, -2.5019)  -0.64
C (-1.8251, 8.1695, 1.9699)  -0.44
C (5.2949, 6.5991, 4.0208)  -0.27
C (2.7024, 3.2086, -0.5233)  1.32
C (0.5980, 8.5012, -2.9390)  -0.75
C (2.8405, 2.1780, -3.3436)  -0.74
C (5.9912, 6.6206, 0.1585)  -0.81
C (-0.5187, 7.6398, -3.1837)  -0.66
C (1.8571, 7.1893, 0.9764)  -0.84
C (6.1766, 5.2097, 0.1043)  -0.81
C (-0.7346, 6.9045, -2.0129)  -0.78
B (-0.4261, -0.1990, 1.2956)  0.60
H (4.5004, 6.4375, 7.2364)  0.43
H (1.1340, 0.7859, -2.5827)  0.22
H (-1.0922, 7.5731, -4.0985)  0.43
H (2.4842, 6.6202, 0.2741)  1.13
H (1.8106, 8.7183, -1.0812)  0.35
H (6.9207, 4.6655, -0.4593)  0.47
H (1.4298, 6.9926, 3.1112)  0.78
H (3.1525, -0.2519, -0.8388)  0.41
H (0.8819, 4.4327, -0.6417)  -1.39
H (-1.0727, 11.3929, 1.6106)  0.43
H (2.7152, 3.7759, 0.4142)  -1.14
H (6.5804, 7.3756, -0.3228)  0.49
H (3.5640, 3.6805, -1.0667)  0.37
H (3.2210, 1.7610, -4.2964)  0.35
H (-2.3199, 7.2480, 2.2291)  0.38
H (-1.2353, 3.6536, 1.0341)  -0.15
H (6.4302, 7.5639, 5.6420)  0.45
H (-1.7448, 2.6828, 2.4459)  0.37
H (0.2145, 4.4497, -2.9000)  0.13
H (5.0025, 3.6014, 1.1696)  0.53
H (5.8136, 6.8466, 3.1164)  0.40
H (-3.0514, 9.8584, 2.7035)  0.43
H (3.6846, 2.5977, -2.7669)  0.29
H (1.4922, 3.3447, -4.6814)  0.41
H (-2.8621, 3.8644, 1.7923)  0.37
H (1.0723, 9.1876, -3.6250)  0.46
H (3.7989, 1.6018, 0.5924)  0.21
H (0.7314, 9.6705, 0.5634)  0.31
H (-1.4714, 6.1455, -1.8041)  0.45
H (2.9649, 7.7856, 2.7542)  0.59
H (2.0254, 8.2481, 0.7455)  -0.10
H (2.8087, 5.1173, 5.5206)  0.35
H (0.5771, 2.7709, -0.8458)  0.31
H (4.4125, 7.7999, 1.2463)  0.38
H (2.5986, -0.0682, -2.9620)  0.43

Calculated values
HOMO   -8.547 eV
Net charge   0
Frontier orbital gap   0.166 Eh
Electronic energy   -113067.9555 eV
ΔE to the lowest compared entry with this formula, charge and spin   101.8 kcal per mole

***

# 4
This record from the OMol25 dataset describes an isolated molecule of C3H6N2O. The level of theory is ωB97M-V/def2-TZVPD.

Each line ends with the natural charge from an NBO analysis.
CARTESIAN COORDINATES (ANGSTROEM)
O (-1.6807, 1.7535, 0.9279)  -0.64
N (0.5897, 0.4860, 0.3752)  -0.37
N (-0.5560, -1.2347, -0.8208)  -0.83
C (-1.7307, 0.7071, 0.2747)  0.33
C (1.8141, 0.0621, 0.2169)  -0.24
C (-0.5692, -0.0175, -0.1235)  0.05
H (1.9983, -0.7401, -0.4866)  0.19
H (-0.1654, -1.1629, -1.7564)  0.36
H (-0.0127, -1.9331, -0.3137)  0.36
H (0.3879, 1.2983, 0.9702)  0.45
H (2.6162, 0.5204, 0.7756)  0.20
H (-2.6917, 0.2609, -0.0395)  0.13

Calculated values
HOMO (alpha / beta)   -7.642 / -7.642 eV
Net charge   0
Frontier orbital gap (alpha / beta)   0.288 / 0.288 Eh
Electronic energy   -8234.2479 eV
ΔE to the lowest compared entry with this formula, charge and spin   56.5 kcal per mole